(1)
65
Properties=species:S:1:pos:R:3:lowdin_charge:R:1 method="wB97M-V/def2-TZVPD" e_lumo_ev="0.41 / 0.31" homo_lumo_gap_ev="6.62 / 8.84" homo_energy_ha="-0.228 / -0.313" spin_multiplicity=5
C -2.861 6.543 -0.220 -0.082
N 0.481 -2.214 -2.723 0.153
C -1.715 5.767 -0.143 -0.088
C -3.065 3.780 0.020 -0.077
C 1.748 4.587 -1.735 -0.079
H -6.293 0.686 0.037 0.103
O -0.908 1.776 0.040 -0.536
O 2.029 2.087 0.236 -0.466
N -2.588 -0.288 0.195 -0.093
C 0.132 -2.865 -1.586 -0.344
H 1.592 5.044 5.246 0.104
O 3.380 -0.274 0.195 -0.410
C 0.497 3.878 1.748 -0.285
N -4.492 0.288 -1.012 0.052
H -1.369 3.340 2.667 0.110
H 2.476 4.428 1.112 0.087
H -0.774 -4.626 1.698 0.106
C -4.642 0.154 1.359 -0.102
H -2.782 7.618 -0.314 0.103
H 2.256 4.991 -0.873 0.091
H 3.146 5.241 3.335 0.107
O 1.127 0.132 -1.361 -0.527
H -3.131 2.704 0.116 0.085
Cr -0.602 -0.113 -0.406 0.645
H -0.857 2.584 -2.589 0.069
H 0.706 -4.798 -2.332 0.114
H -0.739 6.241 -0.176 0.108
H -0.656 4.071 4.919 0.105
H -2.767 -0.413 2.299 0.104
C -0.521 -4.164 0.756 -0.058
C -0.380 3.758 2.818 -0.081
As -0.208 3.303 0.064 1.262
H -1.058 -2.198 1.384 0.106
H -4.857 0.584 -1.902 0.133
H -5.006 6.544 -0.238 0.102
C -0.674 -2.818 0.585 -0.110
H 3.083 5.523 -3.121 0.105
C -4.112 5.938 -0.176 -0.086
N -0.382 -2.165 -0.562 0.006
C -5.260 0.410 0.160 -0.100
C 0.638 3.766 -1.593 -0.286
H 0.751 -1.244 -2.618 0.057
H 1.970 4.579 -5.113 0.103
C 2.154 4.833 3.188 -0.069
C -4.214 4.560 -0.053 -0.077
C 0.019 4.172 4.080 -0.074
C -3.169 -0.002 -0.949 -0.811
C 0.002 3.234 -2.709 -0.085
H -5.188 4.088 -0.011 0.100
C 2.219 4.883 -3.006 -0.074
C 1.282 4.717 4.261 -0.079
H 0.000 3.102 -4.844 0.107
C -1.816 4.384 -0.026 -0.281
C 0.488 3.524 -3.975 -0.065
H 1.036 -2.739 -3.377 0.108
O 0.771 -0.166 1.091 -0.484
C 1.770 4.401 1.928 -0.086
C 0.297 -4.261 -1.487 -0.008
C 1.593 4.350 -4.124 -0.079
S -2.141 0.016 -2.325 0.721
C -3.307 -0.204 1.389 -0.113
C -0.026 -4.902 -0.324 -0.058
H -5.203 0.235 2.279 0.104
Se 1.965 0.463 0.077 0.882
H 0.120 -5.971 -0.239 0.112

(2)
69
Properties=species:S:1:pos:R:3:lowdin_charge:R:1 method="wB97M-V/def2-TZVPD" e_lumo_ev="-0.07 / -3.49" homo_lumo_gap_ev="6.31 / 4.48" homo_energy_ha="-0.235 / -0.293" spin_multiplicity=4
H -3.536 2.264 4.691 0.109
H 0.758 -1.669 -5.343 0.112
H -2.894 2.067 -6.670 0.090
F 0.274 2.810 -1.643 -0.250
F -0.515 2.963 0.682 -0.250
N 0.791 -2.874 -2.723 0.160
C -3.425 -0.751 3.079 -0.061
C 3.748 -0.080 1.355 -0.235
F -1.981 2.012 -2.268 -0.197
N 0.465 -1.864 -0.602 0.001
H -1.500 2.718 -5.296 0.101
S 2.197 -0.036 -3.479 0.603
C 0.928 -1.840 -1.908 -0.456
H 1.079 1.505 6.106 0.125
C 5.393 -1.523 -0.155 -0.053
N -2.642 1.097 -6.676 0.103
N 1.510 -0.641 -2.096 -0.245
C -0.774 -0.421 -6.238 -0.018
H -4.874 1.353 3.930 0.091
H -2.663 -1.300 5.528 0.099
F -1.764 4.195 -1.040 -0.209
C 0.301 -0.670 -5.369 -0.085
O 2.817 1.186 -3.023 -0.302
H -0.564 -2.759 0.889 0.131
C 3.267 -0.532 0.169 -0.248
H 3.837 -1.604 -1.679 0.090
C -0.918 1.829 -5.272 -0.023
F -0.634 0.868 -0.599 -0.395
H -0.786 -4.981 -0.680 0.096
H -1.335 0.443 1.775 0.118
H 6.910 -1.279 1.265 0.102
N 1.488 0.621 1.762 -0.091
H -4.463 -0.983 3.185 0.084
H 6.040 -2.160 -0.820 0.122
H 5.288 0.141 2.731 0.074
C -0.837 1.128 5.093 0.041
H -1.259 1.187 6.062 0.096
H -3.424 -0.376 2.056 0.092
As -1.260 2.577 -0.850 0.741
C 1.277 1.253 3.978 -0.430
C -1.539 0.683 3.890 -0.114
C -3.262 -0.387 5.425 -0.051
C 0.561 1.336 5.148 -0.059
H -3.107 0.223 6.286 0.066
C 5.907 -1.026 1.025 -0.092
C 2.836 0.695 2.223 -0.516
H -2.848 -1.652 3.224 0.093
S 2.997 1.367 3.766 1.086
C 0.216 1.631 -4.515 -0.029
C 0.583 0.852 2.771 -0.220
C -1.439 0.820 -6.143 -0.325
O 3.009 -1.011 -4.099 -0.276
H -3.681 1.986 2.934 0.100
Pt 1.396 0.088 -0.207 1.422
C -0.160 -2.952 -0.130 -0.074
C 0.237 -3.964 -2.221 -0.115
H 0.226 -4.812 -2.896 0.117
C 0.795 0.305 -4.539 -0.271
C 4.065 -1.263 -0.673 -0.048
F -2.635 2.058 0.056 -0.242
H -4.310 -0.720 5.428 0.099
C -3.006 0.268 4.078 -0.603
C -0.809 0.650 2.729 0.048
C -3.799 1.503 3.916 -0.049
C 5.110 -0.240 1.780 -0.026
H 0.649 2.344 -3.849 0.085
H -1.152 -1.272 -6.801 0.106
H -2.881 0.690 -7.571 0.106
C -0.278 -4.076 -0.944 -0.050

(3)
59
Properties=species:S:1:pos:R:3:lowdin_charge:R:1 method="wB97M-V/def2-TZVPD" e_lumo_ev="-9.56 / -9.61" homo_lumo_gap_ev="4.30 / 4.24" homo_energy_ha="-0.510 / -0.509" total_charge=+2
H -2.358 7.046 -1.315 0.116
C -0.188 2.469 -2.130 -0.408
H 3.578 5.649 1.123 0.119
H -2.766 7.536 1.064 0.116
C -5.872 1.134 0.206 -0.035
H -2.140 5.899 2.803 0.115
H 4.598 -3.752 -0.995 0.131
C -1.107 4.228 0.049 -0.391
N 2.964 -2.266 1.229 0.040
C -2.311 6.600 0.782 -0.049
C 2.515 2.185 -0.134 -0.655
H 4.971 -1.674 1.062 0.126
C -6.627 -1.143 0.022 -0.034
H 4.596 1.696 -0.147 0.110
C -6.895 0.217 -0.014 0.001
C 4.335 -2.527 0.818 -0.102
C -0.310 1.925 -4.836 -0.049
H 1.811 3.180 -2.526 0.111
C -4.304 -0.675 0.457 -0.586
C -1.959 5.680 1.761 -0.061
H -0.346 1.684 -5.886 0.116
H 5.276 3.926 0.660 0.120
H -6.082 2.192 0.206 0.123
H 4.724 -3.407 1.336 0.130
S 0.416 -2.452 0.431 0.463
Au -1.037 0.844 0.732 0.383
C -1.417 1.682 -4.036 -0.061
H 1.194 5.183 0.734 0.111
P -0.161 2.745 -0.348 0.892
C -2.084 6.326 -0.559 -0.053
C 3.855 2.450 0.055 -0.080
C -1.487 5.137 -0.937 -0.065
C -5.344 -1.594 0.260 -0.129
H 2.306 -2.973 -1.764 0.157
H -2.202 1.718 -2.039 0.089
C 3.276 4.680 0.760 -0.044
H -1.300 4.926 -1.981 0.111
Cl 1.962 0.635 -0.645 0.730
H -7.420 -1.858 -0.129 0.126
C -4.585 0.694 0.436 -0.136
C 0.913 2.744 -2.938 -0.089
H 2.705 -2.166 2.194 0.153
C 2.101 -2.501 0.245 -0.874
C -1.367 4.487 1.397 -0.119
H 4.656 -2.005 -1.305 0.124
N 2.745 -2.765 -0.883 0.041
C 0.846 2.463 -4.290 -0.049
H 1.695 2.672 -4.920 0.117
H -5.148 -2.656 0.301 0.101
C 4.232 3.708 0.505 -0.039
C 1.543 3.164 0.079 -0.378
C -1.354 1.934 -2.679 -0.108
H -1.095 3.758 2.151 0.098
C 1.934 4.418 0.547 -0.045
H -7.898 0.566 -0.201 0.129
H -2.324 1.291 -4.469 0.112
H -3.790 1.411 0.620 0.066
C 4.188 -2.784 -0.696 -0.102
Te -2.376 -1.468 0.750 1.261

(4)
69
Properties=species:S:1:pos:R:3:lowdin_charge:R:1 method="wB97M-V/def2-TZVPD" e_lumo_ev=-6.33 homo_lumo_gap_ev=7.70 homo_energy_ha=-0.516 total_charge=+2
N -1.820 0.520 3.687 0.187
C -2.586 -0.701 2.002 -0.055
C -1.861 2.547 0.001 -0.083
C 2.082 -1.342 2.713 -0.183
C 4.519 -1.193 2.654 0.000
C 1.739 2.012 0.925 -0.033
H -1.684 2.725 1.049 0.117
B -1.375 0.355 -2.839 -0.632
C 0.830 2.095 3.440 -0.021
H -1.604 -2.999 0.294 0.118
C -3.304 0.678 -4.493 -0.092
N -1.379 -1.291 -0.934 -0.032
C 2.352 0.486 -3.128 0.002
H -3.021 -3.980 -1.810 0.118
N -1.986 0.471 -4.191 -0.022
C 2.054 -1.148 5.434 -0.019
C -1.018 0.566 2.661 -0.323
N 0.766 0.226 -1.573 -0.004
H 0.439 2.128 4.450 0.140
C 2.355 2.775 1.913 -0.048
N -1.809 -0.984 -2.167 0.059
C -2.501 3.363 -0.922 -0.002
C 2.094 -1.474 1.300 -0.210
N -1.448 1.426 -0.595 -0.009
C 1.109 0.516 -3.732 -0.008
C 0.205 1.329 2.471 -0.185
H 0.816 0.616 -4.762 0.120
H -0.066 -1.465 5.162 0.115
H -2.920 -1.954 -3.665 0.141
H -4.012 1.009 -3.751 0.125
C 2.085 0.304 -1.781 -0.128
C -3.482 0.380 -5.814 -0.036
N 0.679 1.262 1.213 0.081
N -2.801 -0.296 3.251 0.089
H 1.978 -1.080 6.510 0.119
C -1.821 -2.523 -0.650 -0.113
C -2.544 -3.019 -1.726 -0.001
N -1.320 0.005 -5.283 0.075
C 0.893 -1.363 4.664 -0.113
H 4.176 -0.912 5.353 0.133
H -3.249 -1.335 1.437 0.150
N 0.887 -1.444 3.354 0.103
C -2.440 2.663 -2.111 -0.018
H 3.284 -1.801 -0.434 0.119
H 2.094 2.019 -0.093 0.109
H 0.894 -2.183 -0.180 0.127
C -2.506 -2.009 -2.671 0.001
C 3.275 -1.577 0.625 -0.027
C -2.207 -0.034 -6.255 -0.119
H -4.391 0.453 -6.385 0.107
H 2.775 0.230 -0.960 0.091
N 0.172 0.357 -2.789 0.064
Co -0.319 -0.020 0.024 0.558
H -1.908 -0.352 -7.241 0.116
H 5.456 -1.067 3.182 0.129
H 0.203 -2.066 1.322 0.096
C 3.258 -1.055 4.797 0.022
H -2.788 2.923 -3.096 0.136
H 3.223 3.375 1.673 0.131
N 0.806 -1.595 0.645 0.094
C 3.308 -1.178 3.388 -0.138
N 1.917 2.802 3.163 0.144
H -3.586 -0.506 3.851 0.184
N -1.448 -0.165 1.597 0.061
C 4.502 -1.419 1.309 -0.036
H 5.427 -1.493 0.754 0.121
N -1.816 1.497 -1.889 0.055
H -2.943 4.328 -0.751 0.117
H 3.313 0.583 -3.602 0.117

(5)
59
Properties=species:S:1:pos:R:3:lowdin_charge:R:1 method="wB97M-V/def2-TZVPD" e_lumo_ev="-2.52 / -2.40" homo_lumo_gap_ev="4.25 / 4.38" homo_energy_ha="-0.249 / -0.249" spin_multiplicity=5
H 0.047 -4.795 2.173 0.088
C -0.595 4.096 1.889 -0.132
H -0.733 6.522 -0.494 0.122
H 0.579 -4.435 -2.366 0.102
C -0.853 5.643 0.142 -0.145
C 1.878 4.236 -1.251 -0.088
C -1.789 4.558 -0.076 -0.131
C 0.303 2.524 -1.625 -0.256
H 1.211 1.146 -0.008 0.131
H -1.595 2.392 -2.594 0.125
H -3.335 -3.476 3.046 0.084
H -2.991 -0.744 2.148 0.105
C 0.256 -0.416 -2.172 0.012
C 1.841 -3.643 2.162 -0.039
H -2.231 2.704 1.150 0.121
C 2.404 -2.365 2.148 -0.090
C -2.707 -3.563 2.164 -0.023
H 0.718 -3.876 -4.062 0.100
C 0.079 -4.377 -3.333 -0.075
H 3.000 3.087 0.384 0.142
H 2.466 5.152 -1.345 0.133
F 4.329 -1.031 1.525 0.086
H -3.026 0.356 -2.580 0.118
H -3.104 -2.048 -3.077 0.121
C -0.802 1.812 -2.149 0.061
H -2.229 -4.538 2.169 0.077
B 4.003 -2.219 2.171 -1.150
C 1.641 -1.239 2.138 -0.002
C -1.630 3.603 1.001 -0.121
C -1.992 -1.150 2.144 -0.103
C -1.009 -2.365 -2.832 -0.211
H 0.306 4.497 -2.817 0.138
C -0.901 0.396 -2.234 -0.206
F 4.400 -2.191 3.504 0.105
C -0.113 5.358 1.357 -0.134
H -0.723 0.626 2.125 0.074
C 0.484 -3.813 2.163 -0.025
H 2.503 -4.493 2.170 0.111
C -2.127 -0.237 -2.548 -0.013
H 1.106 -2.327 -2.451 0.113
O -1.139 -3.683 -3.200 -0.055
N -1.711 -2.501 2.155 -0.111
H -0.257 3.617 2.809 0.125
C -0.329 -2.671 2.151 -0.178
H 0.672 5.981 1.789 0.121
H 2.100 -0.266 2.134 0.104
H 1.207 0.041 -1.961 0.117
H -2.520 4.496 -0.884 0.120
C 1.247 2.093 -0.549 -0.063
F 4.542 -3.318 1.512 0.095
C 0.243 -1.384 2.137 -0.190
C -2.175 -1.570 -2.826 0.013
C -0.823 -0.447 2.132 -0.063
C 0.205 -1.744 -2.471 0.016
C 2.176 3.123 -0.332 -0.069
H -0.133 -5.386 -3.689 0.100
Fe 0.209 3.843 -0.023 0.594
H -3.336 -3.487 1.281 0.080
C 0.751 3.895 -2.022 -0.081

(6)
72
Properties=species:S:1:pos:R:3:lowdin_charge:R:1 method="wB97M-V/def2-TZVPD" e_lumo_ev=-3.19 homo_lumo_gap_ev=7.35 homo_energy_ha=-0.387 total_charge=+1
C -0.932 -2.700 -3.514 -0.105
O 1.186 -0.478 -0.764 -0.283
H 2.931 2.157 0.315 0.093
C -4.624 -0.301 -0.407 -0.016
C 4.283 -2.353 -0.378 -0.216
N -0.451 4.332 2.436 0.195
N -2.406 0.412 0.142 0.034
N -2.498 3.151 2.374 0.190
H 5.285 -2.359 -0.785 0.088
H 0.267 -3.019 2.084 0.129
C 1.557 0.097 2.420 -0.264
N -0.355 -1.083 1.466 -0.068
H 1.414 -3.658 -3.018 0.107
C 0.180 -0.451 2.685 -0.123
C 0.263 -2.393 1.184 -0.119
N -2.043 4.663 4.042 0.194
F 0.893 2.164 -1.583 -0.011
N 1.652 0.978 1.419 0.078
C -1.676 -2.228 -4.589 0.029
C -2.037 -0.893 -4.598 -0.009
C 2.866 1.458 1.135 -0.135
C -5.156 0.832 0.188 -0.013
C 3.887 -3.289 0.565 -0.725
H -2.963 4.500 4.409 0.117
H -0.374 -2.894 0.448 0.127
H 1.043 -5.342 -3.025 0.120
C 3.366 -1.409 -0.793 -0.610
C -0.062 3.621 1.387 -0.404
N 1.074 3.994 0.793 0.208
H -2.807 -1.350 -0.845 0.114
B -0.214 2.888 -2.301 -1.165
H -2.600 -0.473 -5.419 0.119
Sc -0.125 0.781 -0.450 1.062
H -6.223 1.005 0.198 0.123
H 1.252 3.713 -0.156 0.085
C 4.012 1.086 1.814 -0.030
H -5.258 -1.039 -0.877 0.120
C 3.906 0.173 2.849 -0.023
H 2.523 -1.048 3.953 0.124
H -1.340 -1.257 1.626 0.106
I 5.246 -4.755 1.217 0.876
H -1.957 -2.902 -5.387 0.134
C -2.930 1.489 0.741 -0.191
F -1.330 2.133 -1.734 0.036
H 2.310 -4.012 1.812 0.105
O -1.355 -5.024 -3.679 0.087
C -2.000 2.459 1.380 -0.275
H 4.780 -0.159 3.394 0.121
C -3.252 -0.469 -0.401 -0.104
H -1.956 0.955 -3.528 0.112
C 2.043 -1.372 -0.308 -0.409
N 0.721 -4.387 -3.015 0.188
F -0.233 4.168 -1.853 0.212
C -0.618 -1.821 -2.494 -0.076
H -4.651 2.623 1.285 0.120
H 0.218 -1.154 3.524 0.128
C -0.553 -4.152 -3.427 -0.504
N -0.751 2.554 0.890 0.103
H 4.967 1.503 1.527 0.118
H -0.048 -2.171 -1.644 0.098
C -4.295 1.734 0.788 0.023
C -1.675 -0.087 -3.529 -0.093
C 2.601 -3.276 1.071 -0.115
I 3.884 0.022 -2.240 0.995
C -1.645 4.037 2.936 -0.423
N -0.984 -0.534 -2.476 0.039
C 2.651 -0.323 3.160 -0.001
H -0.484 0.371 2.960 0.124
C 1.675 -2.333 0.650 -0.157
H -1.432 5.341 4.461 0.119
F -0.118 2.694 -3.627 0.234
H 1.473 4.860 1.115 0.132